Molecular formula: C5H4O
Method: DFT, ωB97M-V/def2-TZVPD

CARTESIAN COORDINATES (ANGSTROEM)
C: -1.3219 -0.2160 0.0283
C: -2.5858 -0.1978 -0.0883
C: -0.3624 0.8124 -0.4007
C: 0.6152 -1.0423 0.5421
C: 0.9547 0.1863 -0.0575
O: 1.2685 -1.1459 -0.6053
H: -0.5893 0.9100 -1.3983
H: -0.6066 1.5793 0.3583
H: 0.8096 -1.7324 1.4504
H: 1.8179 0.8464 0.1709

Values from the calculation:
LUMO energy (spin up / spin down) = -0.0471 / -0.0471 Eh
relative energy (zero: lowest compared OMol25 entry of this formula, charge and spin) = 164.7 kcal/mol
max |F| = 3.19 eV Å⁻¹
DFT total energy = -7288.5670 eV